# BF4H70O35

A cluster of 36 separate species, BF4H70O35 in total at a distorted geometry (ωB97M-V with the def2-TZVPD basis set, the OMol25 dataset).

Last column: Mulliken charge in e.
Element x y z (Å)
B: 0.137 0.011 -0.072  0.279
F: 0.973 -0.203 -1.101  0.603
F: -1.030 0.477 -0.527  -0.165
F: 0.010 -1.178 0.650  0.600
F: 0.713 0.921 0.738  -0.100
O: 2.116 4.078 2.955  -0.583
H: 2.516 4.466 2.177  0.299
H: 2.273 4.718 3.650  0.244
O: -1.979 -0.322 -3.019  -0.215
H: -1.468 -0.502 -2.230  -0.032
H: -2.178 -1.186 -3.379  0.206
O: -1.137 -2.062 5.799  -0.657
H: -0.632 -1.480 5.231  0.358
H: -0.873 -1.819 6.687  0.252
O: 2.323 -1.465 -5.225  -0.656
H: 1.870 -0.736 -5.647  0.352
H: 3.163 -1.099 -4.948  0.306
O: 1.302 -1.743 3.408  -0.515
H: 2.206 -1.670 3.716  0.163
H: 1.047 -0.844 3.198  -0.056
O: 2.065 1.227 -6.218  -0.698
H: 2.909 1.452 -5.826  0.318
H: 1.469 1.142 -5.474  0.403
O: -2.489 1.364 -5.585  -0.601
H: -1.817 1.644 -6.207  0.288
H: -2.057 0.697 -5.050  0.262
O: 0.544 0.473 -4.149  -0.546
H: -0.376 0.419 -3.890  0.085
H: 0.950 -0.299 -3.755  0.343
O: -0.916 4.018 -4.832  -0.637
H: -0.564 3.364 -5.437  0.269
H: -0.819 3.621 -3.967  0.417
O: -3.044 -3.163 4.082  -0.665
H: -2.353 -2.957 4.711  0.441
H: -2.742 -2.776 3.260  0.237
O: 3.073 -0.759 0.804  0.061
H: 3.282 -1.557 0.318  0.217
H: 2.120 -0.687 0.749  -0.395
O: 0.083 -3.754 2.062  -0.425
H: 0.354 -2.847 2.206  -0.045
H: 0.892 -4.261 2.136  0.219
O: 2.622 5.763 -0.007  -0.608
H: 1.866 5.472 -0.517  0.347
H: 2.328 6.570 0.417  0.309
O: -1.006 3.108 1.148  -0.518
H: -0.523 3.933 1.102  0.209
H: -0.417 2.463 0.757  0.104
O: -3.921 -1.649 0.735  -0.760
H: -3.645 -1.058 1.436  0.298
H: -3.489 -1.310 -0.049  0.351
O: -1.905 2.727 3.905  -0.687
H: -2.804 2.994 3.714  0.310
H: -1.462 2.755 3.057  0.409
O: -1.338 2.894 -2.424  -0.388
H: -1.436 2.084 -1.923  -0.047
H: -2.228 3.237 -2.504  0.225
O: -1.159 -2.875 -1.077  -0.344
H: -0.588 -2.411 -0.464  -0.128
H: -1.731 -3.402 -0.519  0.300
O: 0.590 5.448 -2.250  -0.679
H: -0.149 4.867 -2.066  0.332
H: 1.285 4.864 -2.551  0.308
O: 2.436 1.450 3.778  -0.704
H: 3.376 1.478 3.600  0.231
H: 2.127 2.333 3.574  0.319
O: -0.259 0.469 4.424  -0.410
H: 0.577 0.914 4.288  0.219
H: -0.898 1.178 4.503  0.301
O: 5.544 -0.879 2.137  -0.663
H: 5.370 -1.564 2.783  0.316
H: 4.725 -0.388 2.081  0.173
O: 5.310 0.431 -1.804  -0.702
H: 5.211 0.881 -0.965  0.374
H: 4.443 0.480 -2.206  0.385
O: -3.629 2.797 -0.475  -0.748
H: -2.921 2.933 0.155  0.324
H: -3.679 3.620 -0.961  0.297
O: 3.574 -3.107 -0.432  -0.572
H: 4.492 -2.924 -0.228  0.242
H: 3.536 -4.058 -0.532  0.258
O: 1.247 -4.008 -2.159  -0.719
H: 1.437 -3.126 -1.839  0.301
H: 0.304 -4.111 -2.032  0.331
O: -4.466 0.236 -2.168  -0.690
H: -4.361 0.978 -1.572  0.307
H: -3.582 0.058 -2.487  0.356
O: -2.789 -3.226 -3.183  -0.626
H: -2.622 -4.005 -3.714  0.311
H: -2.166 -3.291 -2.459  0.480
O: -3.432 -4.358 0.758  -0.627
H: -3.630 -3.427 0.857  0.333
H: -4.064 -4.671 0.111  0.282
O: -5.972 2.646 1.226  -0.618
H: -5.238 2.663 0.613  0.426
H: -6.749 2.605 0.669  0.300
O: 1.461 -4.112 4.837  -0.656
H: 0.986 -4.796 4.365  0.314
H: 1.341 -3.326 4.304  0.491
O: -1.982 -1.110 2.656  -0.483
H: -1.412 -1.149 1.888  0.198
H: -1.572 -0.460 3.227  0.137
O: 2.937 1.182 -2.622  -0.580
H: 2.078 0.848 -2.361  0.168
H: 2.809 2.126 -2.716  0.170
O: -1.613 -5.823 2.055  -0.704
H: -2.317 -5.322 1.643  0.398
H: -0.908 -5.188 2.178  0.442
O: 4.225 1.872 0.501  -0.711
H: 3.484 1.286 0.350  0.213
H: 4.427 1.769 1.431  0.250

Its total charge is -1. As for the HOMO energy: -7.29 eV. The HOMO-LUMO gap is 8.42 eV. As for the multiplicity: 1. The total energy comes out at -84358.9887 eV.


# BH14NiO5

A structure of composition BH14NiO5 at a distorted geometry (ωB97M-V with the def2-TZVPD basis set, the OMol25 dataset).

Last column: natural (NBO) charge in e.
Element x y z (Å)
Ni: -11.587 -8.065 -11.358  1.140
B: -11.628 -8.298 -9.513  -0.883
H: -11.595 -9.187 -10.123  0.029
H: -12.427 -7.686 -9.901  -0.011
H: -11.774 -8.613 -8.492  0.078
H: -10.659 -7.827 -9.570  -0.023
O: -10.054 -7.956 -11.445  -0.872
H: -9.382 -7.473 -10.964  0.529
H: -9.656 -8.140 -12.295  0.485
O: -11.689 -7.834 -12.954  -0.894
H: -11.547 -6.955 -13.307  0.498
H: -11.980 -8.350 -13.705  0.523
O: -11.630 -6.431 -11.161  -0.892
H: -11.524 -5.956 -10.337  0.541
H: -11.432 -5.783 -11.838  0.479
O: -13.241 -8.107 -11.396  -0.905
H: -13.918 -7.965 -12.057  0.501
H: -13.713 -8.457 -10.640  0.533
O: -11.515 -9.623 -11.742  -0.879
H: -10.655 -9.836 -12.105  0.498
H: -11.934 -10.472 -11.603  0.525

Its total charge is +1. As for the HOMO energy (alpha / beta): -11.10 / -12.46 eV. The HOMO-LUMO gap (alpha / beta) is 7.06 / 8.37 eV. As for the multiplicity: 3. The total energy comes out at -52161.5227 eV.


# BH34O15

A cluster of 16 separate species, BH34O15 in total at a distorted geometry (ωB97M-V with the def2-TZVPD basis set, the OMol25 dataset).

Last column: natural (NBO) charge in e.
Element x y z (Å)
B: 0.165 0.739 0.432  -0.837
H: 0.785 1.019 -0.519  -0.057
H: 0.234 -0.469 0.621  -0.039
H: 0.524 1.375 1.434  -0.025
H: -0.963 1.022 0.154  -0.027
O: 0.233 3.892 -0.934  -0.956
H: 1.074 4.193 -1.352  0.472
H: 0.275 2.975 -0.794  0.485
O: 1.268 -2.279 -1.696  -0.956
H: 1.718 -1.641 -1.183  0.498
H: 1.211 -1.931 -2.612  0.480
O: -2.012 0.131 2.654  -0.983
H: -2.946 0.311 2.482  0.497
H: -1.548 0.551 1.875  0.511
O: -2.040 -1.468 -1.315  -0.982
H: -1.955 -2.441 -1.279  0.491
H: -1.600 -1.155 -0.512  0.502
O: -4.146 -0.491 0.238  -0.995
H: -3.331 -0.484 -0.319  0.504
H: -4.307 -1.388 0.526  0.473
O: 2.356 0.466 -3.116  -0.923
H: 1.418 0.460 -2.944  0.487
H: 2.417 0.969 -3.894  0.466
O: 3.159 -0.674 -0.200  -0.947
H: 3.213 -1.017 0.711  0.460
H: 2.437 -0.076 -0.096  0.498
O: 0.544 -0.840 3.486  -0.943
H: 1.461 -0.598 3.508  0.448
H: 0.230 -0.300 2.742  0.506
O: 0.154 -3.663 0.148  -1.011
H: 0.815 -3.458 0.860  0.463
H: 0.440 -2.986 -0.511  0.479
O: -3.888 2.235 0.676  -0.966
H: -3.540 1.684 -0.059  0.496
H: -4.809 2.451 0.431  0.460
O: 1.747 -3.297 2.263  -0.922
H: 1.632 -2.343 2.451  0.489
H: 2.437 -3.287 1.625  0.458
O: -3.113 1.206 -1.820  -0.952
H: -3.093 0.815 -2.705  0.481
H: -2.237 1.601 -1.757  0.484
O: -1.984 -2.338 1.641  -0.985
H: -2.088 -1.473 1.994  0.478
H: -1.046 -2.423 1.613  0.474
O: 3.019 2.442 0.708  -1.000
H: 2.141 2.043 0.829  0.495
H: 3.168 2.664 -0.172  0.477
O: 3.300 2.741 -1.940  -0.971
H: 4.226 2.533 -1.963  0.474
H: 2.855 2.022 -2.394  0.489

Its total charge is -1. As for the HOMO energy: -7.18 eV. The HOMO-LUMO gap is 9.17 eV. As for the multiplicity: 1. The total energy comes out at -31942.3007 eV.


# BH3OS

A cluster of 2 separate species, BH3OS in total at a distorted geometry (ωB97M-V with the def2-TZVPD basis set, the OMol25 dataset).

Last column: natural (NBO) charge in e.
Element x y z (Å)
B: -0.215 0.636 0.007  0.506
O: 0.009 1.949 0.163  -0.895
S: -1.911 0.016 0.175  -0.157
H: 0.591 -0.204 0.020  -0.090
H: 0.908 2.419 0.057  0.523
H: -1.467 -2.231 0.079  0.113

Its total charge is 0. As for the HOMO energy (alpha / beta): -9.90 / -9.90 eV. The HOMO-LUMO gap (alpha / beta) is 7.89 / 7.89 eV. As for the multiplicity: 1. The total energy comes out at -13605.7905 eV.


Energy above the lowest of the compared OMol25 structures with the same formula, charge and spin per entry: 0.524; 15.881; 0.609; 3.323 eV